Entry 1:
Density functional theory data (ωB97M-V/def2-TZVPD) for C9H13ClFNO2 in the gas phase.

The frontier orbital gap comes out at 9.3 eV. The SMILES is F/C=C1/OC[C@@](Cl)(N2CCCCC2)O1. Its total energy is -30365.8151 eV.

ORCA input file:
```
! RIJCOSX wB97M-V def2-TZVPD def2/J DEFGRID3
* xyz 0 1
F 5.3067 -1.5974 0.8672
C 5.1232 -0.8033 -0.2202
C 3.8728 -0.3355 -0.4287
O 3.6278 0.5019 -1.5067
C 2.3519 1.1261 -1.3660
C 1.8130 0.6985 -0.0315
Cl 2.1519 2.0511 1.2998
N 0.4998 0.2744 0.1084
C -0.5606 1.1448 -0.4452
C -1.9346 0.4475 -0.5200
C -2.2574 -0.6333 0.6035
C -0.9676 -1.4393 0.9753
C 0.2359 -0.4227 1.3356
O 2.7196 -0.3276 0.3845
H 5.8076 -0.6782 -1.0368
H 1.7237 0.6563 -2.1452
H 2.6522 2.2703 -1.2972
H -0.2314 1.5180 -1.5781
H -0.6131 2.1484 0.0108
H -1.9493 -0.1157 -1.4989
H -2.6850 1.2766 -0.4103
H -2.5692 0.1335 1.3927
H -3.1479 -1.2667 0.4761
H -1.0663 -2.1688 1.8015
H -0.7035 -1.9614 0.0354
H -0.0310 0.2838 2.1582
H 1.0771 -1.1597 1.4395
*
```

These are the Mulliken partial charges, in e, on atoms 1 to 6: -0.250, -0.277, 0.329, -0.416, -0.293, 0.275

=====

Entry 2:
Density functional theory data (ωB97M-V/def2-TZVPD) for 10 unconnected molecules or ions with the total composition CH18F3O12S.

As for the energy above the lowest of the compared OMol25 structures with the same formula, charge and spin: 55.6 kcal per mole. The frontier orbital gap comes out at 8.4 eV. Its total energy is -44888.5487 eV.

ORCA input file:
```
! RIJCOSX wB97M-V def2-TZVPD def2/J DEFGRID3
* xyz -1 1
C 1.0372 -1.4634 0.6332
F 2.1105 -0.7559 0.3014
F 0.9492 -2.6797 0.0049
F 1.0261 -1.7143 1.9544
S -0.6510 -0.4480 0.2425
O -1.8587 -1.1096 0.7107
O -0.4320 0.8505 0.9025
O -0.7383 -0.3182 -1.2054
O -5.4931 -0.3841 4.3289
H -6.0455 0.3732 4.1350
H -4.9893 -0.5251 3.5273
O 5.4269 -3.4435 5.6107
H 5.2657 -2.5311 5.3704
H 4.8653 -3.5943 6.3710
O 3.6740 -6.7702 -2.5845
H 3.1783 -5.9514 -2.5963
H 4.3626 -6.6245 -1.9358
O 2.8096 3.7839 -0.0957
H 2.7463 3.6307 -1.0384
H 2.0128 3.3948 0.2647
O -3.9824 2.4912 -4.6879
H -3.4042 2.1283 -4.0169
H -4.5640 1.7674 -4.9205
O -6.7695 -2.1507 -1.9973
H -6.5463 -2.9010 -2.5483
H -6.0283 -2.0644 -1.3978
O -1.5677 6.1887 2.7487
H -1.5732 5.3757 2.2435
H -0.6775 6.2500 3.0950
O -0.8672 0.1116 -7.2475
H -0.3275 0.7986 -7.6388
H -0.8884 0.3251 -6.3147
O 5.9122 2.4143 2.8953
H 6.7442 2.8117 2.6380
H 5.2834 2.7336 2.2481
*
```

These are the Mulliken partial charges, in e, on atoms 1 to 6: 0.560, -0.193, -0.227, -0.220, 1.064, -0.647

=====

Entry 3:
Density functional theory data (ωB97M-V/def2-TZVPD) for a molecular structure, C12H20MnN2O2.

As for the energy above the lowest of the compared OMol25 structures with the same formula, charge and spin: 84.1 kcal per mole. The expectation value of S² is 8.883. The frontier orbital gap (spin up / spin down) comes out at 7.1 / 6.4 eV. Its total energy is -51153.6750 eV.

ORCA input file:
```
! RIJCOSX wB97M-V def2-TZVPD def2/J DEFGRID3
* xyz 0 6
C 3.0538 -0.4330 1.0814
C 2.5919 -0.6255 -2.2897
C 2.3799 -1.3948 0.0411
H 2.2404 0.1702 1.5226
C 1.7618 -1.9234 -2.3594
H 2.5266 -0.1200 -3.2548
H 3.3664 -1.7891 -0.3707
H 1.2559 -2.1201 -3.3283
C 1.7739 -2.7764 0.0642
H 0.6968 -2.8502 0.3313
H 2.3111 -3.5006 0.7043
C 3.7909 0.4076 -0.0722
H 4.8176 0.6033 0.2366
H 3.2522 1.3552 -0.1264
C 3.8655 -0.2609 -1.5141
H 4.5569 -1.1177 -1.5423
H 4.3466 0.4942 -2.1384
C 1.9658 -3.1545 -1.4701
H 2.9705 -3.5863 -1.6211
H 1.3083 -3.9837 -1.7616
Mn 1.0924 -0.6292 -1.3227
H 3.7656 -0.6305 1.8833
C -2.6190 0.6039 0.1097
C -1.2691 0.6027 -0.4631
N -0.6782 -0.6101 -0.4321
O -1.5096 -1.4596 0.3116
C -0.5362 1.6612 -1.0359
C -1.0504 3.0335 -1.2310
N 0.7506 1.3030 -1.3932
O 1.5903 2.2197 -1.6787
H -3.2319 -0.1895 -0.3400
H -3.1144 1.5629 -0.0801
H -2.5970 0.4353 1.1952
H -1.1306 -2.3537 0.2558
H -0.9254 3.6766 -0.3535
H -0.5683 3.5282 -2.0761
H -2.1212 3.0012 -1.4307
*
```

These are the Mulliken partial charges, in e, on atoms 1 to 6: -0.957, -0.186, 0.499, 0.265, -0.191, 0.546

=====

Entry 4:
Density functional theory data (ωB97M-V/def2-TZVPD) for a gas-phase ion, C10H12NO2 (charge +1).

As for the energy above the lowest of the compared OMol25 structures with the same formula, charge and spin: 0.0 kcal per mole. The frontier orbital gap comes out at 10.2 eV. The SMILES is COC(=O)[C@@]1(c2ccccc2)C[NH2+]1. Its total energy is -16142.3974 eV.

ORCA input file:
```
! RIJCOSX wB97M-V def2-TZVPD def2/J DEFGRID3
* xyz 1 1
C -0.6320 3.1707 -1.5075
O -0.3454 1.8157 -1.1200
C 0.8272 1.5684 -0.6684
O 1.7771 2.2731 -0.4788
C 1.0366 -0.0620 -0.2546
C -0.1181 -0.7652 0.3352
C -0.6605 -1.8811 -0.2937
C -1.7501 -2.5224 0.2678
C -2.3007 -2.0551 1.4494
C -1.7699 -0.9337 2.0698
C -0.6810 -0.2860 1.5165
C 2.1590 -0.6933 -0.9720
N 2.3771 -0.1153 0.3514
H -0.3145 3.3227 -2.5389
H -0.1032 3.8699 -0.8570
H -1.7069 3.2951 -1.4243
H -0.2442 -2.2344 -1.2249
H -2.1705 -3.3880 -0.2200
H -3.1481 -2.5577 1.8876
H -2.2066 -0.5621 2.9833
H -0.2651 0.5872 1.9978
H 2.2030 -1.7735 -1.0283
H 2.6374 -0.1781 -1.7950
H 2.5745 -0.7129 1.1503
H 2.8248 0.8178 0.3741
*
```

These are the Mulliken partial charges, in e, on atoms 1 to 6: -0.687, -0.256, 0.685, -0.603, 0.646, 0.057

=====

Entry 5:
Density functional theory data (ωB97M-V/def2-TZVPD) for a molecular structure, C6H7N2O3PS.

As for the energy above the lowest of the compared OMol25 structures with the same formula, charge and spin: 0.0 kcal per mole. The frontier orbital gap comes out at 8.9 eV. Its total energy is -35580.7390 eV.

ORCA input file:
```
! RIJCOSX wB97M-V def2-TZVPD def2/J DEFGRID3
* xyz 0 1
C 1.8438 1.9316 -0.4625
C 0.9723 1.7708 0.6657
C 1.8990 0.8845 -1.3810
C 0.1896 0.6377 0.8109
C 1.1159 -0.2728 -1.1735
C 0.2938 -0.4682 -0.0382
N -2.2421 -0.6407 0.4262
N -0.8466 -2.7309 1.4608
O -1.2737 -2.6682 -1.1082
O -2.3332 1.8567 0.5682
O -1.5737 0.9702 -1.4653
P -1.0231 -1.7913 0.0944
S -1.8805 0.7449 -0.1232
H 2.4497 2.7185 -0.7621
H 0.5605 2.6177 1.2214
H 2.4121 1.0762 -2.3274
H -0.3159 0.4325 1.7561
H 0.8853 -0.9838 -1.9151
H -0.4543 -2.3826 2.3537
H -0.6790 -3.7030 1.3991
*
```

These are the Mulliken partial charges, in e, on atoms 1 to 6: -0.377, -0.442, -0.539, -0.284, -0.192, 0.001

=====

Entry 6:
Density functional theory data (ωB97M-V/def2-TZVPD) for a molecular structure, C16H20N4OTb.

The expectation value of S² is 13.055. The frontier orbital gap (spin up / spin down) comes out at 6.9 / 5.2 eV. Its total energy is -47323.5711 eV.

ORCA input file:
```
! RIJCOSX wB97M-V def2-TZVPD def2/J DEFGRID3
* xyz 3 7
C -3.4077 0.6776 1.5116
C -2.2676 -0.1968 0.7969
C -1.4423 -1.0897 1.8042
N -0.7820 -2.2801 1.2056
C -0.0241 -1.9828 0.0033
C -0.7693 -2.6784 -1.2230
N -1.3536 -3.3538 -1.9774
C 1.4384 -2.6628 -0.0082
C 1.7032 -3.0894 -1.4921
N 1.7714 -3.2072 -2.6369
C 2.5032 -1.4948 0.2986
C 2.1987 -0.7379 1.6588
C 1.7993 0.7688 1.5164
O 1.0902 1.3227 2.3026
N 2.3141 1.6482 0.3951
C 1.2851 2.0877 -0.4779
C 0.3322 3.1856 -0.0649
C -0.6735 3.6429 -0.9982
C -0.8198 3.0775 -2.3710
C 0.1042 1.9515 -2.7675
C 1.1210 1.4796 -1.8474
H -3.2997 0.6073 2.6228
H -3.2805 1.7667 1.2474
H -4.3972 0.3349 1.1213
H -1.5373 0.5741 0.3791
H -2.6553 -0.7526 -0.1054
H -0.7050 -0.4998 2.4179
H -2.1874 -1.4913 2.5547
H -1.4135 -3.0748 1.0990
H 0.1562 -0.8932 -0.1820
H 1.5268 -3.5155 0.7093
H 2.3994 -0.7733 -0.5701
H 3.5598 -1.8711 0.2564
H 3.1384 -0.7626 2.2730
H 1.3957 -1.2953 2.2172
H 2.7437 2.4898 0.8062
H 0.4425 3.6421 0.9550
H -1.3638 4.4568 -0.6772
H -1.5842 3.4676 -3.0888
H -0.0230 1.5464 -3.8004
H 1.7892 0.6574 -2.2103
Tb -0.8258 -1.6817 -3.6538
*
```

These are the Mulliken partial charges, in e, on atoms 1 to 6: -1.134, 0.576, -0.856, -0.252, 1.352, -0.446

=====

Question: Number 1 is which compound?
Answer: C9H13ClFNO2

=====

Repeat the second record exactly.
Density functional theory data (ωB97M-V/def2-TZVPD) for 10 unconnected molecules or ions with the total composition CH18F3O12S.

As for the energy above the lowest of the compared OMol25 structures with the same formula, charge and spin: 55.6 kcal per mole. The frontier orbital gap comes out at 8.4 eV. Its total energy is -44888.5487 eV.

ORCA input file:
```
! RIJCOSX wB97M-V def2-TZVPD def2/J DEFGRID3
* xyz -1 1
C 1.0372 -1.4634 0.6332
F 2.1105 -0.7559 0.3014
F 0.9492 -2.6797 0.0049
F 1.0261 -1.7143 1.9544
S -0.6510 -0.4480 0.2425
O -1.8587 -1.1096 0.7107
O -0.4320 0.8505 0.9025
O -0.7383 -0.3182 -1.2054
O -5.4931 -0.3841 4.3289
H -6.0455 0.3732 4.1350
H -4.9893 -0.5251 3.5273
O 5.4269 -3.4435 5.6107
H 5.2657 -2.5311 5.3704
H 4.8653 -3.5943 6.3710
O 3.6740 -6.7702 -2.5845
H 3.1783 -5.9514 -2.5963
H 4.3626 -6.6245 -1.9358
O 2.8096 3.7839 -0.0957
H 2.7463 3.6307 -1.0384
H 2.0128 3.3948 0.2647
O -3.9824 2.4912 -4.6879
H -3.4042 2.1283 -4.0169
H -4.5640 1.7674 -4.9205
O -6.7695 -2.1507 -1.9973
H -6.5463 -2.9010 -2.5483
H -6.0283 -2.0644 -1.3978
O -1.5677 6.1887 2.7487
H -1.5732 5.3757 2.2435
H -0.6775 6.2500 3.0950
O -0.8672 0.1116 -7.2475
H -0.3275 0.7986 -7.6388
H -0.8884 0.3251 -6.3147
O 5.9122 2.4143 2.8953
H 6.7442 2.8117 2.6380
H 5.2834 2.7336 2.2481
*
```

These are the Mulliken partial charges, in e, on atoms 1 to 6: 0.560, -0.193, -0.227, -0.220, 1.064, -0.647